# 1
Entry from the OMol25 dataset: a single C9H19N5O4 molecule in a non-equilibrium geometry (ωB97M-V with the def2-TZVPD basis set).

Bonds (Å) are listed after each position.
CARTESIAN COORDINATES (ANGSTROEM)
1 C 0.8415 1.8020 0.6077  C2 1.538, C3 1.478, H12 1.088, N29 1.452
2 C -0.5314 1.4905 -0.0109  C1 1.538, N30 1.375, O34 1.187
3 C 0.6456 2.7208 1.7492  C1 1.478, H13 1.090, H14 1.133, O35 1.406
4 C 0.5986 -0.1794 -1.6571  C5 1.579, C6 1.564, H17 1.115, N30 1.503
5 C 0.5743 -0.4713 -3.2091  C4 1.579, O36 1.197, O37 1.379
6 C 0.8849 -1.5208 -0.9055  C4 1.564, C7 1.562, H18 1.087, H19 1.060
7 C -0.2497 -2.5705 -1.1303  C6 1.562, C8 1.531, H20 1.133, H21 1.092
8 C -1.4660 -2.4147 -0.2138  C7 1.531, H22 1.095, H23 1.095, N31 1.512
9 C -0.9170 -1.3284 2.0126  N31 1.435, N32 1.223, N33 1.428
10 H 2.6680 2.4204 0.0973  N29 1.007
11 H 1.5006 3.0253 -0.8068  N29 0.971
12 H 1.2199 0.8890 1.0627  C1 1.088
13 H 0.0577 2.1735 2.4867  C3 1.090
14 H 0.1123 3.6740 1.4469  C3 1.133
15 H 1.8279 3.9396 2.6586  O35 0.967
16 H -1.4322 0.2407 -1.0859  N30 1.018
17 H 1.5195 0.4279 -1.4983  C4 1.115
18 H 0.8853 -1.2817 0.1552  C6 1.087
19 H 1.8096 -1.9257 -1.2284  C6 1.060
20 H -0.6214 -2.5005 -2.1981  C7 1.133
21 H 0.2481 -3.5405 -1.0760  C7 1.092
22 H -2.2895 -3.0968 -0.4495  C8 1.095
23 H -1.8178 -1.4212 -0.5117  C8 1.095
24 H -1.9086 -2.9525 1.7361  N31 1.026
25 H 0.8471 -1.6413 2.2170  N32 1.048
26 H -2.8035 -0.5793 1.4616  N33 1.008
27 H -1.8154 0.4521 2.3396  N33 1.023
28 H -0.2033 1.2493 -3.4079  O37 1.027
29 N 1.8142 2.2060 -0.3916  C1 1.452, H10 1.007, H11 0.971
30 N -0.5133 0.6769 -1.1195  C2 1.375, C4 1.503, H16 1.018
31 N -1.1099 -2.5296 1.2509  C8 1.512, C9 1.435, H24 1.026
32 N 0.1258 -0.9468 2.5252  C9 1.223, H25 1.048
33 N -2.0841 -0.5199 2.1658  C9 1.428, H26 1.008, H27 1.023
34 O -1.5796 1.8577 0.4089  C2 1.187
35 O 1.9133 3.0694 2.2468  C3 1.406, H15 0.967
36 O 1.1833 -1.3886 -3.6778  C5 1.197
37 O 0.0652 0.4945 -4.0508  C5 1.379, H28 1.027

Results
- HOMO (eV) = -9.667
- DFT total energy (eV) = -25281.397
- SMILES string = [H]/N=C(/N)NCCC[C@H](NC(=O)[C@@H](N)CO)C(=O)O
- net charge = 0
- energy relative to the best compared isomer or geometry (same formula, charge and spin) (eV) = 1.547
- F_max (eV Å⁻¹) = 4.81

***

# 2
Entry from the OMol25 dataset: 8 unconnected molecules or ions with the total composition C24H44BN2O31S8 in a non-equilibrium geometry (ωB97M-V with the def2-TZVPD basis set).

Bonds (Å) are listed after each position.
CARTESIAN COORDINATES (ANGSTROEM)
1 C -1.6562 -3.5969 0.0314  C2 1.629, H18 1.173, H19 1.171, H20 1.167
2 C -3.1570 -3.4310 -0.5794  C1 1.629, B3 1.657, H21 1.173, H22 1.155
3 B -3.2690 -2.2270 -1.7122  C2 1.657, O4 1.452, C5 1.641
4 O -4.0966 -2.2926 -2.9032  B3 1.452, H23 0.994
5 C -2.3552 -0.8913 -1.4410  B3 1.641, C6 1.588, C14 1.601
6 C -0.9590 -0.7170 -2.1764  C5 1.588, N7 1.469, H24 1.152
7 N -0.1562 0.4745 -1.8687  C6 1.469, C8 1.492, H25 1.051
8 C -0.5563 1.5431 -0.9076  N7 1.492, C9 1.643, C12 1.596
9 C 0.4603 2.8014 -0.6179  C8 1.643, N10 1.495, H26 1.169, H27 1.173
10 N 1.8768 2.3767 -0.8398  C9 1.495, C11 1.502, H28 1.034
11 C 2.2861 1.2245 0.0320  N10 1.502, H29 1.158, H30 1.175, H31 1.160
12 C -1.9576 1.4967 -0.1450  C8 1.596, S13 1.867, C14 1.597
13 S -2.5705 2.8080 1.0345  C12 1.867, H32 1.400
14 C -2.8859 0.2286 -0.4281  C5 1.601, C12 1.597, C15 1.622
15 C -4.3096 0.1789 0.3472  C14 1.622, O16 1.287, O17 1.441
16 O -4.3315 -0.4487 1.4702  C15 1.287
17 O -5.4807 0.8430 -0.1654  C15 1.441, H33 0.995
18 H -1.6664 -4.3081 0.9644  C1 1.173
19 H -0.9454 -4.1147 -0.7413  C1 1.171
20 H -1.1947 -2.5968 0.4178  C1 1.167
21 H -3.8305 -3.0805 0.3146  C2 1.173
22 H -3.4688 -4.4656 -0.9880  C2 1.155
23 H -3.9410 -3.1435 -3.3930  O4 0.994
24 H -0.6230 -1.5513 -2.8967  C6 1.152
25 H 0.7838 0.5836 -2.3266  N7 1.051
26 H 0.3541 3.0637 0.5160  C9 1.169
27 H 0.1526 3.7138 -1.2875  C9 1.173
28 H 2.5457 3.1645 -0.8153  N10 1.034
29 H 1.4954 0.9031 0.8150  C11 1.158
30 H 2.4089 0.3012 -0.6837  C11 1.175
31 H 3.2935 1.3738 0.5883  C11 1.160
32 H -2.7928 2.1618 2.2567  S13 1.400
33 H -5.2586 1.7756 -0.4323  O17 0.995
34 C -5.4512 -2.6766 3.0043  C35 1.523, O40 1.428, H41 1.095, H42 1.090
35 C -6.8540 -2.1578 3.2906  C34 1.523, O36 1.427, H43 1.091, H44 1.094
36 O -7.5636 -3.2775 3.8187  C35 1.427, S37 1.626
37 S -6.5273 -4.2190 4.6463  O36 1.626, O38 1.436, O39 1.435, O40 1.626
38 O -6.6356 -3.8899 6.0402  S37 1.436
39 O -6.6386 -5.5612 4.1504  S37 1.435
40 O -5.1499 -3.5685 4.0775  C34 1.428, S37 1.626
41 H -5.4243 -3.2463 2.0702  C34 1.095
42 H -4.7161 -1.8732 2.9597  C34 1.090
43 H -7.3473 -1.7761 2.3954  C35 1.091
44 H -6.8368 -1.3767 4.0570  C35 1.094
45 C -1.2647 -0.1564 -6.1966  C46 1.523, O51 1.427, H52 1.094, H53 1.092
46 C -1.1210 1.3562 -6.3029  C45 1.523, O47 1.427, H54 1.091, H55 1.094
47 O 0.2787 1.6051 -6.1829  C46 1.427, S48 1.627
48 S 1.0961 0.3540 -6.8253  O47 1.627, O49 1.435, O50 1.436, O51 1.626
49 O 1.4672 0.7011 -8.1678  S48 1.435
50 O 2.0397 -0.1184 -5.8514  S48 1.436
51 O -0.1443 -0.6950 -6.8966  C45 1.427, S48 1.626
52 H -1.2054 -0.4858 -5.1547  C45 1.094
53 H -2.1972 -0.5138 -6.6374  C45 1.092
54 H -1.6743 1.8828 -5.5237  C46 1.091
55 H -1.4454 1.7151 -7.2845  C46 1.094
56 C 5.5883 -2.1487 2.8456  C57 1.523, O62 1.427, H63 1.094, H64 1.092
57 C 5.7477 -0.7323 2.3080  C56 1.523, O58 1.427, H65 1.091, H66 1.095
58 O 4.9627 -0.6962 1.1174  C57 1.427, S59 1.628
59 S 3.6872 -1.6916 1.2942  O58 1.628, O60 1.442, O61 1.437, O62 1.626
60 O 2.5508 -0.8996 1.6938  S59 1.442
61 O 3.6576 -2.5939 0.1759  S59 1.437
62 O 4.2264 -2.4979 2.5986  C56 1.427, S59 1.626
63 H 6.2246 -2.8518 2.2997  C56 1.094
64 H 5.8102 -2.2121 3.9128  C56 1.092
65 H 6.7878 -0.4837 2.0913  C57 1.091
66 H 5.3361 0.0031 3.0064  C57 1.095
67 C 0.2604 -5.2011 4.1269  C68 1.523, O73 1.428, H74 1.094, H75 1.092
68 C 0.6898 -5.3900 5.5761  C67 1.523, O69 1.427, H76 1.091, H77 1.094
69 O 1.9971 -4.8239 5.6529  C68 1.427, S70 1.627
70 S 2.0991 -3.5813 4.6072  O69 1.627, O71 1.437, O72 1.436, O73 1.626
71 O 1.8691 -2.3628 5.3331  S70 1.437
72 O 3.2472 -3.7845 3.7685  S70 1.436
73 O 0.7615 -3.9193 3.7467  C67 1.428, S70 1.626
74 H 0.7199 -5.9527 3.4780  C67 1.094
75 H -0.8246 -5.2359 4.0104  C67 1.092
76 H 0.7066 -6.4401 5.8717  C68 1.091
77 H 0.0392 -4.8315 6.2563  C68 1.094
78 C 5.8325 -4.6570 -3.7824  C79 1.524, O84 1.427, H85 1.094, H86 1.092
79 C 5.8092 -3.1785 -4.1496  C78 1.524, O80 1.427, H87 1.091, H88 1.094
80 O 4.6571 -2.6507 -3.4938  C79 1.427, S81 1.627
81 S 4.4200 -3.4641 -2.1044  O80 1.627, O82 1.437, O83 1.436, O84 1.626
82 O 4.9936 -2.6998 -1.0307  S81 1.437
83 O 3.0661 -3.9420 -2.0850  S81 1.436
84 O 5.4074 -4.7170 -2.4211  C78 1.427, S81 1.626
85 H 5.1191 -5.2246 -4.3874  C78 1.094
86 H 6.8273 -5.0934 -3.8904  C78 1.092
87 H 5.7464 -3.0182 -5.2270  C79 1.091
88 H 6.6891 -2.6603 -3.7558  C79 1.094
89 C 4.2682 5.3870 -2.8530  C90 1.523, O95 1.428, H96 1.094, H97 1.092
90 C 4.2424 6.8646 -3.2210  C89 1.523, O91 1.427, H98 1.091, H99 1.094
91 O 3.0926 7.3921 -2.5598  C90 1.427, S92 1.625
92 S 2.8618 6.5815 -1.1699  O91 1.625, O93 1.436, O94 1.437, O95 1.626
93 O 3.4407 7.3468 -0.1021  S92 1.436
94 O 1.5084 6.1003 -1.1436  S92 1.437
95 O 3.8490 5.3289 -1.4891  C89 1.428, S92 1.626
96 H 3.5525 4.8181 -3.4540  C89 1.094
97 H 5.2628 4.9512 -2.9651  C89 1.092
98 H 4.1745 7.0239 -4.2981  C90 1.091
99 H 5.1236 7.3838 -2.8317  C90 1.094
100 C -4.3515 7.8190 3.6447  C101 1.523, O106 1.428, H107 1.094, H108 1.092
101 C -3.1960 6.8279 3.6021  C100 1.523, O102 1.427, H109 1.091, H110 1.094
102 O -3.8097 5.5489 3.4447  C101 1.427, S103 1.627
103 S -5.1726 5.7191 2.5731  O102 1.627, O104 1.439, O105 1.435, O106 1.625
104 O -4.8729 5.3962 1.2035  S103 1.439
105 O -6.2534 5.1163 3.2987  S103 1.435
106 O -5.3022 7.3341 2.6961  C100 1.428, S103 1.625
107 H -4.8275 7.8282 4.6297  C100 1.094
108 H -4.0362 8.8313 3.3850  C100 1.092
109 H -2.5901 6.8557 4.5089  C101 1.091
110 H -2.5563 7.0050 2.7319  C101 1.094

Results
- HOMO (eV) = -11.034
- DFT total energy (eV) = -179390.638
- net charge = +1
- F_max (eV Å⁻¹) = 9.01

***

| no. | Kohn-Sham gap (eV) |
| --- | --- |
| 1 | 10.122 |
| 2 | 6.443 |